Formula: C2H5NO
Source: OMol25
Level of theory: the ωB97M-V functional and the def2-TZVPD basis

Each line ends with the Löwdin charge.
Geometry (Å):
H 0.15 1.12 -0.18  0.045
H -0.06 -2.51 0.08  0.066
H 0.32 -0.79 0.55  0.037
H 1.22 2.69 0.12  0.082
C 0.59 1.87 0.50  -0.139
N -0.97 -1.01 -1.03  0.024
O 0.28 1.88 1.66  -0.015
H -1.26 -1.80 -1.61  0.041
C -0.26 -1.45 -0.09  -0.140

For the molar mass, the calculation gives 59.07 g mol⁻¹. The value obtained for the energy relative to the best compared isomer or geometry (same formula, charge and spin) is 239.8 kJ/mol. As for the frontier orbital gap: 0.4033 Eh. Its total energy is -5690.7447 eV. As for the SMILES: C=N.C=O. As for the HOMO energy: -10.03 eV.

=====

Formula: C2H5NO
Source: OMol25
Level of theory: the ωB97M-V functional and the def2-TZVPD basis

Each line ends with the Löwdin charge.
Geometry (Å):
H -2.00 -0.32 0.68  0.049
H 2.57 -0.81 -0.55  0.047
C 0.48 -0.41 -0.69  0.022
C 1.66 -0.52 -0.09  -0.004
H -0.08 -0.65 -1.60  0.091
O -0.44 0.76 0.28  -0.310
N -1.87 0.57 0.20  -0.059
H -2.07 1.28 1.01  0.115
H 1.76 0.11 0.76  0.049

For the molar mass, the calculation gives 59.07 g mol⁻¹. The value obtained for the energy relative to the best compared isomer or geometry (same formula, charge and spin) is 503.9 kJ/mol. As for the frontier orbital gap: 0.3676 Eh. Its total energy is -5688.0067 eV. As for the HOMO energy: -8.86 eV.

=====

Formula: C2H5NO
Source: OMol25
Level of theory: the ωB97M-V functional and the def2-TZVPD basis

Each line ends with the Löwdin charge.
Geometry (Å):
H 1.49 1.02 -1.35  0.062
H -0.63 1.39 -0.68  0.141
C 0.16 0.83 -0.05  -0.337
O 1.41 1.34 -0.46  -0.054
C -0.59 -1.43 0.33  -0.058
H -0.88 -2.42 0.11  0.040
H -1.02 -1.25 1.41  0.100
H 0.06 1.08 1.05  0.132
N -0.01 -0.56 -0.35  -0.027

For the molar mass, the calculation gives 59.07 g mol⁻¹. The value obtained for the energy relative to the best compared isomer or geometry (same formula, charge and spin) is 208.3 kJ/mol. As for the frontier orbital gap: 0.3959 Eh. Its total energy is -5691.0704 eV. As for the SMILES: C=NCO. As for the HOMO energy: -9.74 eV.

=====

Formula: C2H5NO2
Source: OMol25
Level of theory: the ωB97M-V functional and the def2-TZVPD basis

Each line ends with the Löwdin charge.
Geometry (Å):
H 0.29 2.22 -0.27  0.100
H -0.96 1.20 -0.06  0.052
H 1.53 -2.54 1.45  0.111
N 1.45 0.09 -0.99  0.005
H -1.02 1.92 -1.76  0.104
H -0.35 -2.45 1.22  0.054
C 0.59 -2.14 0.95  -0.050
C -0.36 1.51 -0.90  -0.060
O 0.73 -1.24 0.16  -0.079
O 0.49 0.48 -1.59  -0.236

For the molar mass, the calculation gives 75.07 g mol⁻¹. The value obtained for the energy relative to the best compared isomer or geometry (same formula, charge and spin) is 717.5 kJ/mol. As for the frontier orbital gap: 0.2878 Eh. Its total energy is -7733.3149 eV. As for the HOMO energy: -7.19 eV.